# 1
DFT (ωB97M-V/def2-TZVPD) results for the ion C19H31N2O with charge +1.

Structure (XYZ):
```
53
Properties=species:S:1:pos:R:3:forces:R:3
C 2.480 3.620 3.703 -0.215 0.009 -0.064
H 3.006 2.868 4.286 0.109 -0.066 0.076
C 1.149 3.073 3.201 0.162 -0.126 -0.066
H 0.499 2.902 4.059 -0.087 0.017 -0.061
H 0.662 3.814 2.563 -0.125 0.053 0.022
C 1.278 1.748 2.442 -0.081 0.118 -0.003
C 1.966 1.952 1.098 -0.217 0.503 0.673
H 1.355 2.590 0.454 0.095 -0.095 -0.091
N 2.280 0.704 0.342 0.198 -0.287 0.402
H 2.619 -0.002 1.042 -0.043 0.283 -0.239
C 3.323 1.028 -0.662 0.638 -0.109 -0.640
C 3.629 -0.117 -1.612 -0.285 0.158 -0.093
C 2.346 -0.518 -2.324 0.100 -0.192 0.191
C 1.366 -1.018 -1.274 0.122 0.147 -0.274
H 0.419 -1.297 -1.735 -0.031 -0.010 0.123
H 1.792 -1.910 -0.806 -0.049 -0.021 0.024
C 1.064 0.022 -0.183 -0.514 -0.630 -0.044
H 0.350 0.764 -0.540 0.093 0.078 0.052
C 0.543 -0.807 1.013 0.448 0.443 -0.193
O 1.363 -1.127 1.861 0.080 -0.218 0.162
N -0.734 -1.173 1.021 -0.600 -0.310 0.298
C -1.681 -1.010 -0.039 -0.212 0.114 -0.348
C -2.345 0.202 -0.224 0.057 -0.066 0.092
C -3.238 0.312 -1.282 0.071 -0.145 -0.035
C -3.499 -0.751 -2.132 0.099 0.059 0.098
C -2.859 -1.962 -1.893 0.061 0.084 0.129
C -1.957 -2.114 -0.853 0.026 0.074 -0.017
C -1.328 -3.448 -0.584 -0.028 0.006 -0.027
H -0.292 -3.358 -0.265 0.065 -0.052 0.011
H -1.878 -3.958 0.207 0.041 -0.108 0.072
H -1.369 -4.073 -1.471 0.009 -0.076 -0.031
H -3.076 -2.809 -2.526 -0.010 -0.126 -0.106
C -4.481 -0.618 -3.250 -0.097 -0.015 -0.008
H -4.573 0.416 -3.570 -0.032 0.045 -0.067
H -4.188 -1.230 -4.100 -0.018 -0.007 -0.088
H -5.462 -0.957 -2.918 -0.088 -0.006 -0.046
H -3.754 1.249 -1.430 -0.078 0.139 -0.032
C -2.152 1.366 0.703 -0.025 -0.043 0.023
H -3.105 1.864 0.865 -0.025 0.082 0.026
H -1.471 2.104 0.278 0.094 0.101 0.025
H -1.769 1.042 1.667 0.002 0.066 0.046
H -0.998 -1.808 1.768 0.216 0.072 0.002
H 2.539 -1.312 -3.044 -0.034 0.016 -0.058
H 1.931 0.334 -2.866 -0.013 0.049 -0.086
H 4.384 0.218 -2.323 0.068 0.038 0.077
H 4.036 -0.969 -1.066 0.080 -0.037 0.017
H 4.225 1.325 -0.124 -0.208 0.064 0.104
H 2.964 1.885 -1.240 -0.014 -0.001 0.145
H 2.914 2.461 1.279 -0.002 -0.098 -0.182
H 1.848 1.042 3.048 -0.040 -0.054 -0.017
H 0.280 1.334 2.298 0.022 -0.074 0.016
H 3.122 3.944 2.887 0.134 0.053 -0.042
H 2.304 4.480 4.342 0.079 0.101 0.053
```
Positions in Å, forces in eV/Å.

Multiplicity: 1
Net charge: +1
Energy above the lowest of the compared OMol25 structures with the same formula, charge and spin in kcal per mole: 0.00
Structure (SMILES): CCCC[N@@H+]1CCCC[C@H]1C(=O)Nc1c(C)cc(C)cc1C

# 2
DFT (ωB97M-V/def2-TZVPD) results for an isolated molecule of C19H31N3OS.

Structure (XYZ):
```
55
Properties=species:S:1:pos:R:3:forces:R:3
C 1.883 1.999 -0.279 -0.011 -0.271 0.161
H 2.012 2.549 0.648 0.045 0.113 0.032
H 2.857 1.698 -0.657 0.090 -0.004 -0.071
H 1.409 2.651 -1.010 -0.054 0.115 -0.118
C 1.016 0.773 -0.017 -0.053 0.275 0.093
N 0.762 0.054 -1.245 -0.016 0.312 0.010
C 1.068 -1.252 -1.409 -0.317 0.143 -0.422
O 1.639 -1.890 -0.547 0.248 -0.316 0.292
C 0.609 -1.895 -2.719 -0.061 -0.348 -0.070
C 1.579 -3.023 -3.087 0.111 0.055 0.291
C 2.928 -2.451 -3.514 -0.095 -0.156 -0.244
C 2.769 -1.490 -4.688 0.150 0.138 0.218
C 1.803 -0.366 -4.326 -0.071 -0.124 -0.311
C 0.455 -0.953 -3.915 0.093 0.193 0.207
H -0.271 -0.161 -3.714 -0.080 -0.019 -0.054
H 0.057 -1.536 -4.750 -0.081 0.034 0.014
H 2.221 0.216 -3.501 0.025 0.091 -0.008
H 1.671 0.304 -5.179 0.020 0.066 0.054
H 3.740 -1.073 -4.963 0.002 -0.023 -0.086
H 2.382 -2.035 -5.553 0.011 -0.015 -0.089
H 3.372 -1.924 -2.667 0.093 -0.013 0.050
H 3.601 -3.266 -3.790 0.062 0.012 0.073
H 1.716 -3.670 -2.220 -0.063 -0.042 -0.078
H 1.154 -3.617 -3.900 -0.052 -0.017 -0.025
H -0.370 -2.336 -2.486 0.070 0.055 0.035
H 0.253 0.548 -1.958 0.036 -0.145 -0.091
H 1.549 0.077 0.636 -0.114 0.064 -0.036
C -0.325 1.193 0.641 0.354 -0.175 -0.010
C -1.278 0.029 0.660 -0.561 0.049 -0.208
C -1.061 -1.272 0.998 0.032 0.277 -0.041
C -2.216 -2.079 0.876 -0.174 -0.078 0.017
C -3.298 -1.389 0.440 -0.141 0.372 -0.099
S -2.928 0.268 0.165 0.503 -0.479 0.165
H -4.294 -1.740 0.262 -0.184 -0.159 -0.021
H -2.231 -3.130 1.103 -0.040 -0.187 0.028
H -0.109 -1.660 1.307 0.255 -0.029 0.015
N -0.045 1.833 1.914 -0.105 0.146 -0.092
C -0.900 2.929 2.313 -0.254 0.078 0.083
C -2.145 2.487 3.086 0.151 0.183 -0.082
N -1.733 1.752 4.267 0.051 0.047 -0.007
C -2.858 1.400 5.103 0.045 0.009 -0.040
H -3.578 0.740 4.592 -0.009 -0.013 -0.007
H -2.493 0.892 5.995 -0.055 -0.032 0.067
H -3.374 2.310 5.405 -0.074 0.000 0.055
C -0.972 0.579 3.873 0.153 -0.059 -0.061
C 0.259 0.997 3.057 -0.091 -0.172 0.166
H 0.799 0.110 2.728 0.081 -0.034 0.042
H 0.916 1.582 3.711 0.030 -0.127 0.045
H -0.638 0.065 4.778 0.005 -0.036 -0.016
H -1.594 -0.123 3.291 0.034 0.059 0.097
H -2.706 3.370 3.404 -0.024 0.003 -0.026
H -2.800 1.880 2.434 0.013 0.063 0.106
H -1.189 3.506 1.433 0.041 0.031 -0.004
H -0.305 3.572 2.972 -0.108 0.099 -0.014
H -0.768 1.968 0.002 0.085 -0.012 0.019
```
Positions in Å, forces in eV/Å.

Multiplicity: 1
Energy above the lowest of the compared OMol25 structures with the same formula, charge and spin in kcal per mole: 0.05
Structure (SMILES): C[C@H](NC(=O)C1CCCCC1)[C@@H](c1cccs1)N1CCN(C)CC1

# 3
DFT (ωB97M-V/def2-TZVPD) results for a cluster of 2 separate species, C19H31NO2 in total.

Structure (XYZ):
```
53
Properties=species:S:1:pos:R:3:forces:R:3
C -0.088 7.212 -2.907 8.067 -6.605 -10.714
C 0.107 5.631 -2.531 8.149 3.891 -2.298
C 1.096 5.496 -1.262 -8.075 2.228 -1.868
C 1.311 4.137 -0.975 2.578 -2.616 0.659
C 0.065 3.376 -0.570 0.060 5.123 5.602
C 0.333 2.053 -0.072 -1.266 -0.043 3.724
C 1.281 1.941 1.090 7.101 -1.605 -0.502
C 1.739 0.350 1.402 -2.953 2.682 4.444
C 2.283 -0.500 0.301 -2.542 -1.704 1.733
C 2.742 -1.889 0.873 5.668 4.510 -0.575
C 1.883 -2.703 1.588 -1.831 -7.573 -5.354
C 0.920 -3.203 0.368 -6.763 0.360 6.678
N -0.392 -4.242 0.489 2.628 1.653 3.684
O -0.519 -4.563 2.044 -0.434 3.295 -0.147
C -0.619 -2.814 0.152 0.370 1.295 6.281
C -1.266 -2.549 -1.034 0.318 -1.992 -3.702
C -2.212 -1.710 -1.484 2.171 1.806 2.494
C -2.599 -0.717 -0.418 2.819 -3.387 1.984
C -2.026 -0.985 0.893 -10.518 11.941 -3.872
C -1.249 -1.828 1.413 2.422 -6.445 -14.093
O -0.870 -2.023 2.411 4.926 -1.830 16.006
H -0.596 -3.599 2.690 0.320 -3.491 -3.340
H -2.453 -0.174 1.715 1.056 -1.947 -1.969
H -3.249 0.122 -0.598 -0.105 0.123 0.167
C -2.276 -1.571 -2.940 -10.054 3.423 6.450
H -2.279 -0.610 -3.199 0.883 3.634 -1.769
H -3.789 -1.639 -2.964 3.813 -0.084 -0.713
H -1.977 -2.301 -3.425 3.103 -6.368 -4.874
H -0.893 -3.258 -1.772 -0.042 0.027 -0.589
H 1.175 -3.494 -0.488 3.579 -1.950 -6.814
H 2.332 -3.673 1.945 -0.404 1.230 0.111
H 1.237 -2.283 2.163 -3.271 2.652 4.451
H 3.539 -1.651 1.714 -0.560 -0.034 -2.096
H 3.201 -2.352 -0.018 0.232 -0.320 0.816
H 1.367 -0.703 -0.400 2.192 0.706 0.495
H 3.147 0.004 0.019 1.378 0.574 -1.917
H 0.794 -0.100 1.723 -0.195 -0.182 -0.056
H 2.219 0.425 2.552 -0.180 -0.443 -3.385
H 2.463 2.230 0.751 -3.025 0.015 0.494
H 1.227 2.555 2.037 -0.894 -0.815 -1.156
H 0.613 1.464 -0.853 0.796 -2.292 -1.986
H -0.555 1.710 0.451 -0.779 -0.662 -0.792
H -0.231 4.066 0.525 0.281 -1.815 -2.797
H -0.829 3.541 -1.138 -0.024 -0.173 -0.872
H 2.238 4.292 -0.272 -1.850 -1.856 -0.463
H 1.623 3.504 -1.833 0.736 0.851 -0.098
H 1.844 6.084 -1.545 3.662 2.234 -0.516
H 0.395 6.027 -0.505 1.766 -0.811 -0.358
H 0.699 5.165 -3.416 -1.911 0.192 1.301
H -0.817 5.500 -2.323 -6.133 -2.772 1.056
H -0.615 7.279 -3.864 -0.572 0.196 0.650
H 0.991 7.640 -3.240 -2.277 -0.691 1.133
H -0.393 7.614 -2.169 -4.416 5.864 9.273
```
Positions in Å, forces in eV/Å.

Multiplicity: 1
Energy above the lowest of the compared OMol25 structures with the same formula, charge and spin in kcal per mole: 468.38

# 4
DFT (ωB97M-V/def2-TZVPD) results for a structure of composition C19H32AlBrCa2Cl2FI2LiN2O13P2.

Structure (XYZ):
```
78
Properties=species:S:1:pos:R:3:forces:R:3
C 1.414 0.928 3.126 0.161 -1.037 -0.114
C 1.062 0.505 1.624 -0.897 1.037 3.064
N -0.212 0.344 1.505 2.152 -0.423 -1.531
C 2.204 0.230 0.637 -0.034 -2.048 0.696
P 2.567 1.181 -0.976 0.442 -1.255 -0.110
N 2.850 -0.427 -1.757 -1.585 -0.391 -0.232
C 0.766 0.935 -1.683 0.188 1.435 -2.277
C -0.208 2.134 -1.639 -1.009 -3.468 2.151
O -1.089 2.119 -0.881 0.138 1.261 0.058
Br -0.144 3.759 -2.833 0.114 0.326 -0.495
C 2.241 2.971 -0.343 1.615 2.948 -1.135
Cl 1.161 3.548 0.962 0.504 -0.974 -0.962
C 2.887 4.075 -0.902 -1.897 0.281 2.372
C 2.650 5.552 -0.388 0.409 -0.119 -0.596
Cl 4.067 4.070 -2.309 -1.024 0.025 1.035
C 4.503 1.269 -0.695 0.662 1.080 1.600
I 5.768 0.613 -2.393 -0.617 0.550 0.192
C 5.225 1.713 0.366 1.743 -0.661 -1.716
C 6.816 1.679 0.343 -0.443 0.288 0.876
I 4.415 2.537 2.122 0.356 -0.189 -0.404
H 0.706 0.388 3.821 0.560 0.578 -0.987
H 2.440 0.562 3.423 -0.960 0.746 -0.352
H 1.262 2.018 3.312 0.428 -0.857 -0.266
H -0.352 -0.006 0.548 -0.759 0.099 0.156
H 1.967 -0.831 0.292 0.144 1.307 0.131
H 3.160 0.031 1.209 -1.007 0.668 -0.564
H 2.833 1.768 -2.275 0.064 0.455 -0.264
H 3.494 -1.045 -1.278 -0.013 -0.088 -0.499
H 2.910 -0.410 -2.771 0.880 -0.094 0.231
H 0.934 0.764 -2.810 0.062 0.309 1.061
H 0.324 -0.091 -1.378 -0.687 3.839 2.104
H 3.154 6.316 -1.031 -0.270 -0.835 0.373
H 1.551 5.807 -0.398 1.178 -0.453 0.194
H 3.085 5.676 0.647 -0.663 -0.288 -0.994
H 7.218 2.030 1.325 -0.397 -0.262 -0.787
H 7.202 0.629 0.197 -0.487 1.149 -0.057
H 7.218 2.380 -0.444 -0.453 -0.864 0.703
Al 0.505 -1.291 -2.385 -0.171 -3.098 -2.003
O -2.704 0.509 -2.463 0.767 -0.415 -0.616
H -2.575 0.964 -1.634 -0.268 -0.005 0.276
C -4.078 -2.421 -2.671 -1.038 1.105 0.418
C -2.956 -3.043 -3.405 0.017 -0.278 0.027
O -3.307 -4.404 -3.474 -0.182 0.460 -0.434
C -4.676 -4.422 -3.473 -0.956 -0.590 0.343
O -5.332 -5.363 -3.786 0.328 0.219 0.012
O -5.186 -3.225 -3.083 0.580 -0.628 -0.361
F -1.814 -2.912 -2.681 0.962 -0.143 0.045
H -3.966 -2.483 -1.587 0.166 -0.127 -0.114
H -4.220 -1.378 -2.951 -0.041 -0.072 0.087
H -2.810 -2.648 -4.414 0.312 0.005 0.085
O -7.329 -1.365 -1.921 0.714 1.578 -0.148
H -7.259 -1.937 -2.688 -0.052 -0.364 -0.196
Li -6.621 0.726 -2.505 -0.765 -1.222 0.459
O -10.299 1.307 -4.172 0.048 0.504 -0.058
P -10.898 1.943 -2.917 0.405 0.033 -0.133
O -11.489 0.849 -2.031 -0.215 0.532 0.225
O -12.006 2.920 -3.305 -0.166 -0.584 -0.123
O -9.800 2.692 -2.162 0.348 -0.515 0.054
Ca 5.703 3.503 -4.455 -0.006 -0.525 -0.283
Ca 2.092 3.783 -4.521 0.622 -0.169 -0.085
C -4.684 -7.537 -0.658 -0.436 -1.353 -0.497
C -4.251 -6.241 0.063 0.496 1.655 1.008
O -4.105 -6.348 1.292 -0.135 -0.483 -0.387
O -4.106 -5.263 -0.690 -0.127 -0.385 -0.317
H -4.796 -8.359 0.047 0.078 0.235 0.120
H -5.638 -7.373 -1.159 0.138 0.265 -0.005
H -3.934 -7.810 -1.400 0.000 0.279 0.014
C 4.731 -0.280 5.796 0.316 0.368 -0.723
C 3.867 -0.516 7.055 0.418 0.380 -0.229
C 3.464 0.857 7.645 -0.229 0.874 0.138
O 4.609 -1.150 7.956 -0.363 -0.428 0.094
H 5.640 0.285 6.015 -0.108 -0.083 0.209
H 5.026 -1.226 5.334 -0.091 -0.031 0.221
H 4.165 0.287 5.048 -0.126 0.002 0.068
H 2.930 -0.982 6.702 -0.006 -0.470 0.364
H 4.333 1.458 7.925 0.062 -0.251 -0.037
H 2.837 0.739 8.531 0.111 -0.196 -0.081
H 2.890 1.431 6.909 -0.007 -0.153 -0.092
```
Positions in Å, forces in eV/Å.

Multiplicity: 1

Number 1: E_tot -927.1692 Eh, Kohn-Sham gap 9.79 eV. Number 2: E_tot -1380.2991 Eh, Kohn-Sham gap 8.54 eV. Number 3: E_tot -947.1006 Eh, Kohn-Sham gap 7.55 eV. Number 4: E_tot -8307.4534 Eh, Kohn-Sham gap 1.06 eV.